23
Properties=species:S:1:pos:R:3:forces:R:3 method="wB97M-V/def2-TZVPD" charge=0 relative_energy_kj_mol=443.4 e_lumo_ev="0.111 / 0.648" energy_ha=-581.675503
C -1.448221 -0.579480 0.865293 0.337 -1.435 -0.537
C -1.128737 -1.825984 0.529057 -0.841 0.335 -0.119
C -1.556176 0.213571 -1.529325 1.190 -0.594 -1.313
C -2.644125 1.525769 0.259292 -1.053 -1.476 0.813
C 3.459242 -1.476816 -0.212757 2.192 -2.296 1.097
C -1.480844 0.528571 -0.082712 0.680 2.367 1.251
N 3.434952 -0.471995 0.720177 -0.498 -1.542 2.831
Si 2.765035 1.024572 0.333659 -1.688 1.161 1.475
H -1.750329 -0.406140 1.862992 -0.123 0.458 1.064
H -0.973192 -2.009296 -0.553415 0.212 -0.563 1.059
H -2.413145 -0.345602 -1.810570 -1.109 -0.536 -0.027
H -1.667557 1.198535 -1.911919 0.023 0.664 -1.307
H -0.707980 -0.309790 -2.068284 -0.521 0.748 1.080
H -2.558285 2.408730 -0.299183 -0.004 1.074 -1.446
H -3.677207 1.061444 0.097254 1.400 0.525 0.019
H -2.673136 1.963721 1.266387 0.380 -0.792 0.214
H 3.956233 -2.424516 0.182034 -1.051 1.087 -0.585
H -1.263037 -2.568671 1.327118 0.489 -0.153 -0.878
H 3.857306 -1.222492 -1.182236 -0.352 0.326 -0.348
H -0.513577 1.130734 0.036098 -1.029 -0.624 0.142
H 3.331632 -0.815497 1.773264 0.361 1.025 -3.147
H 2.799060 2.021977 1.431167 0.498 -0.091 -0.286
H 2.852094 1.378649 -1.033384 0.505 0.330 -1.051

***

26
Properties=species:S:1:pos:R:3:forces:R:3 method="wB97M-V/def2-TZVPD" charge=0 relative_energy_kj_mol=86.2 e_lumo_ev=0.407 energy_ha=-1202.817589
C -3.400594 0.212922 0.030155 0.890 -4.821 -0.556
C -0.821231 1.692528 -1.670093 1.485 0.246 1.945
C 2.928487 -0.341569 1.974662 -0.990 -1.691 2.665
C 1.451677 -2.366948 -0.673160 1.227 -1.029 1.633
C -1.937210 -0.228059 -0.116842 1.348 1.773 0.826
C -1.050650 1.025796 -0.260111 2.108 -2.074 -1.963
O -1.077464 1.790416 0.822174 -0.548 0.092 0.198
O 1.544198 -0.225556 1.585303 0.164 1.318 -2.465
O 1.964470 -1.063684 -0.767122 0.676 0.350 -1.241
P 1.342650 0.245735 -0.022575 -1.492 -0.836 0.641
S 2.354293 1.775789 -0.627730 0.447 0.308 0.372
H -3.450547 1.201803 -0.042200 -0.561 4.165 0.057
H -4.006296 -0.234674 -0.757406 -0.180 0.001 0.172
H -3.654489 -0.185184 0.994185 -0.934 0.311 0.352
H -1.623754 2.411855 -1.830725 -0.058 -0.057 -0.278
H -0.737638 0.916141 -2.418275 -0.426 -0.131 -0.205
H 0.216074 2.233148 -1.705828 -1.956 -0.759 0.364
H 3.594686 0.522586 1.860408 -0.486 -0.264 -0.525
H 3.315745 -1.334846 1.669860 0.207 0.889 -0.501
H 2.712579 -0.513114 3.055397 0.998 0.395 -0.345
H 1.947267 -3.199711 -1.258287 0.242 1.569 0.551
H 0.464336 -2.406220 -0.966170 -2.419 0.094 -0.816
H 1.452940 -2.599920 0.400343 0.096 -0.585 -0.206
H -1.589809 -0.710482 0.784528 -0.074 0.131 0.659
H -1.637515 -0.960791 -0.817507 -0.315 -0.424 -1.501
H -0.302215 2.342044 0.757016 0.551 1.029 0.166

***

25
Properties=species:S:1:pos:R:3:forces:R:3 method="wB97M-V/def2-TZVPD" charge=+1 e_lumo_ev="-3.535 / -3.535" energy_ha=-2242.230206
H -0.189718 -0.005407 -2.098625 0.467 2.697 -0.183
C -2.635689 1.721344 0.553199 -0.619 0.222 0.357
O -1.810394 0.605060 0.246454 0.084 0.036 0.641
C -2.482332 -0.510154 -0.331156 -0.287 -0.085 -0.540
C -1.473282 -1.632201 -0.361735 -0.147 -1.126 0.931
O -0.229539 -1.142295 -0.868839 2.914 -2.022 2.440
C 1.194811 -1.560243 -0.003814 -1.169 -2.444 -0.411
C 2.407212 -0.666855 -0.017379 -0.375 0.682 -0.733
O 1.949186 0.648457 0.329645 -0.298 -0.271 0.436
C 2.963259 1.624790 0.499831 0.687 0.647 -0.183
Zn 0.093889 0.786470 -0.439345 -0.409 0.637 -2.622
H -1.970858 2.521388 0.895103 -0.307 -0.038 -0.290
H -3.240794 1.993228 -0.323352 0.335 0.174 0.216
H -3.309741 1.459539 1.379290 0.122 0.041 -0.173
H -2.845574 -0.251572 -1.337079 0.172 0.029 0.226
H -3.344682 -0.798362 0.286025 0.245 0.112 -0.026
H -1.815977 -2.475397 -0.973624 0.024 0.246 0.119
H -1.325513 -1.984847 0.669504 -0.078 -0.066 -0.235
H 1.447029 -2.510507 -0.495435 -0.106 0.384 0.125
H 0.907662 -1.811614 1.028051 -0.418 0.428 -0.388
H 2.927961 -0.648809 -0.986838 -0.280 0.082 0.190
H 3.129114 -0.986214 0.749146 -0.371 -0.214 -0.079
H 2.476297 2.537372 0.864476 0.297 -0.330 0.034
H 3.725018 1.248490 1.196178 -0.324 0.223 0.005
H 3.452644 1.838342 -0.459675 -0.155 -0.044 0.141